Record 1
The following is a quantum chemistry calculation of a 2-piece molecular cluster, C27H29O overall at a distorted geometry, from the OMol25 dataset.

Atoms and positions in Å:
C -1.13848 -2.99622 -3.86677
H 0.38632 -1.33204 4.23899
C 0.37489 -2.80159 -3.81502
H 2.23067 -3.85841 -4.14614
C -1.92457 0.27998 -0.50708
H -3.02077 -1.99302 -3.58373
H 0.89303 -4.92032 -3.65634
H -0.02580 -1.01536 0.07978
H 0.66856 -2.52795 -2.78486
C 1.27422 -0.56727 1.76581
H -1.42039 -3.29173 -4.88619
C 1.58685 -2.36849 0.13119
O -1.64998 -1.38430 -2.16968
H 4.09725 -2.40242 2.43860
C 0.25907 -0.14172 6.02414
C 0.48930 0.78720 3.75535
C 0.30427 1.16205 6.55909
H -0.65713 2.29695 1.97270
C 0.48937 2.08878 4.32407
H -2.09883 5.65088 -0.57190
H 0.96491 -4.27115 -5.31022
C -0.25275 1.43028 0.04144
C 0.37608 -0.31253 4.63425
H -2.51584 1.17410 -0.25936
C 3.17542 -2.09280 1.93185
H -1.70622 -0.93652 -4.23366
C -1.94521 -1.75665 -3.51969
H -1.75909 -0.46290 0.29520
H 0.13587 -1.00371 6.67900
H 0.23260 1.30595 7.64786
C 0.86724 -1.28887 0.62318
C -1.10694 3.78027 -0.20634
C -0.26987 2.58649 -2.16634
H -2.57953 0.43736 -2.58028
C 1.15365 -4.04188 -4.25558
H 0.63666 -1.95096 -4.46514
C 0.55937 0.60150 2.28853
H 1.20929 -2.88431 -0.74989
C -0.74541 3.60492 -2.98262
C 2.76564 -2.77489 0.78240
H 2.77429 -0.51893 3.33076
H 0.48238 3.27817 6.12490
H 0.60275 2.94096 3.66964
C -0.49409 2.63847 -0.76870
C 2.43062 -1.03491 2.44041
C -1.45646 4.68766 -2.43244
H -1.24733 3.82789 0.87568
H 0.23401 1.74781 -2.59701
H 3.32998 -3.62413 0.39302
H -1.42975 -3.82100 -3.22326
C -0.12811 1.49163 1.44320
C -1.58644 4.78363 -1.03269
C -2.11887 -0.19859 -1.78274
C 0.43327 2.26572 5.71334
H -1.81805 5.50266 -3.06259
H 0.27602 0.66079 -0.52501
H -0.59796 3.56347 -4.06311

Values from the calculation:
HOMO level: -11.4 eV
lowest unoccupied orbital energy: -5.02 eV
orbital gap: 6.368 eV
charge: +1

=====

Record 2
The following is a quantum chemistry calculation of C27H30AuN2P as an isolated structure, from the OMol25 dataset.

Atoms and positions in Å:
C 0.04085 1.77485 1.92720
C 3.42666 -1.14811 -5.56788
H 1.32268 -1.42232 1.17694
H -1.24481 -2.99411 5.64026
C 4.01058 -1.51159 -4.20072
H 1.73069 1.08879 -0.24291
N 0.44770 -2.24701 -1.41614
H -5.38208 0.22265 -0.81001
C 1.39351 3.83796 3.22667
C 1.07174 -2.23305 -2.39016
H 3.25072 -3.53228 -4.12804
H 0.12557 -1.56960 -4.60650
H 0.13368 3.40075 4.90982
C -1.00388 -0.72567 2.51527
H 0.89911 -2.75015 4.45362
H -3.07846 -0.31438 2.85653
H 1.89014 0.16113 -4.80111
C -3.27612 -1.23741 -0.02115
C -0.27536 2.12009 3.24015
C -1.18261 -2.35902 4.76540
C 1.16248 -1.85491 -4.77283
H -4.12257 4.05063 0.60916
H 4.00679 -0.34504 -6.02361
C -3.46564 0.23748 0.14026
C 1.96098 -0.73247 -5.42598
P -0.82833 0.37558 1.05190
H 2.16964 -2.01963 2.61589
C -4.63975 0.84070 -0.31684
H 2.49826 4.05315 1.40890
C -4.88346 2.19279 -0.15677
H -3.39610 -1.72331 0.95389
C -3.94206 2.99155 0.47393
H -2.02288 3.06680 1.38315
H -5.80877 2.62261 -0.52121
C 1.05484 2.47518 1.25578
C -2.20874 -0.86315 3.19851
H 1.87144 -0.28801 2.41554
N 1.77741 -2.20096 -3.48774
C -2.75791 2.42679 0.91719
C 0.39276 3.14485 3.88986
C 1.42329 2.13333 -0.16625
H 3.49363 -2.01512 -6.23313
H 1.52487 -0.49753 -6.39815
H 2.23909 2.76339 -0.52161
H -1.05832 1.57969 3.75656
C 0.13128 -1.42287 2.96147
H -4.06537 -1.63614 -0.65986
H 3.52884 -2.81918 -2.53184
C -2.49689 1.06210 0.75856
Au -1.37698 -1.75357 -0.60524
C 3.18095 -2.60944 -3.54162
H 5.04105 -1.85726 -4.29829
C 0.02227 -2.22442 4.09176
C -2.30256 -1.68069 4.31473
H 0.56578 2.26743 -0.82773
H 4.01170 -0.62955 -3.55574
H 1.92148 4.64108 3.72567
H 1.17724 -2.74493 -5.41145
H -3.24868 -1.78668 4.83117
C 1.71739 3.50294 1.92231
C 1.45123 -1.28474 2.25245

Values from the calculation:
HOMO level: -6.9 eV
lowest unoccupied orbital energy: 0.42 eV
orbital gap: 7.308 eV

=====

Record 3
The following is a quantum chemistry calculation of a 2-piece molecular cluster, C27H30BNO4 overall at a distorted geometry, from the OMol25 dataset.

Atoms and positions in Å:
H 1.99930 -1.52328 0.35130
H -4.60637 -4.53477 1.58544
C -3.59940 -3.17641 -0.85339
C 5.55116 0.72245 -0.93979
C -2.91039 -0.08475 -0.79070
C -2.85181 0.69661 3.79365
O 6.38423 -0.37985 -0.93965
C -2.86335 0.69629 2.39150
H -2.70694 1.60895 1.81976
H -0.22681 -1.04731 -0.84573
H -4.81299 1.26980 0.68822
C -3.10417 -0.50489 1.72678
C -3.13651 -0.89388 0.32132
C 0.03204 0.02112 -0.86294
C -4.28942 1.88362 -0.05213
H -5.25924 3.70308 0.55471
B 3.95753 0.50255 -0.92800
H 1.97053 -1.53376 -2.14580
C -3.64876 -4.13346 1.94876
H 8.56926 2.09605 -0.96431
C 7.67605 0.08557 -0.94955
H -2.84596 -4.76059 1.53609
H -3.62073 -4.18898 3.03772
O 3.33357 1.85843 -0.92706
O 3.60630 -0.24089 0.31142
H 1.52025 2.21723 -0.01877
C 1.52432 0.20669 -0.89711
H -4.12604 5.09678 -1.18009
H -2.62227 4.00516 -2.85430
H 9.71756 -0.27710 -0.95717
C -3.05389 -0.48520 4.52610
O 3.57708 -0.25193 -2.15183
C 6.32188 1.87277 -0.94929
C 2.21390 -0.43861 0.34708
C -3.08330 3.41677 -2.06219
C 1.93079 1.71904 -0.91539
H 1.79228 0.01558 1.26287
C 8.78944 -0.85203 -0.95243
C -4.56224 3.24485 -0.14812
C -3.32618 1.27950 -0.90791
H 1.74252 -0.00072 -3.06292
C -3.37323 -2.29599 0.30181
H -2.55173 -0.57676 -1.70070
C -3.27563 -1.70507 3.86667
H 8.79488 -1.49103 -0.06296
H -3.03938 -0.44566 5.61341
H -2.15668 1.56007 -2.70396
C -3.93942 4.02401 -1.13323
H 1.50772 2.19871 -1.81688
N -3.46654 -2.74365 1.57682
H -3.64776 -2.54294 -1.74568
H -0.43729 0.47729 -1.74527
H -4.54824 -3.72816 -0.75451
H -0.39430 0.49144 0.03395
H -3.43289 -2.64045 4.39846
H -2.68467 1.63671 4.31934
H 5.92939 2.88434 -0.95114
C -3.30241 -1.68498 2.47942
C -2.80368 2.06047 -1.97731
H 8.78739 -1.49342 -1.84024
H -2.79135 -3.91122 -0.99491
C 2.18353 -0.44906 -2.15336
C 7.68911 1.46483 -0.95591

Values from the calculation:
HOMO level: -5.5 eV
lowest unoccupied orbital energy: -3.21 eV
orbital gap: 2.322 eV

=====

Record 4
The following is a quantum chemistry calculation of C27H30CeN4O3SSi as an isolated structure at a distorted geometry, from the OMol25 dataset.

Atoms and positions in Å:
O 0.33146 -0.53353 -4.68289
H 6.21631 -2.58113 -1.71500
H 0.51542 1.95329 -3.61710
C -1.66095 -1.99789 0.27835
H -2.39703 -3.38913 -1.19211
S -2.69013 1.24274 -1.50330
H 0.42860 -1.80222 5.18345
C 3.65680 -0.17395 -0.07459
H -5.31524 -0.83416 0.60818
C 0.44496 -0.97204 -3.55393
H -1.32616 5.17119 -0.47344
O -0.52996 -1.18135 -2.71955
H 1.17203 1.80870 0.36686
C 2.71760 -2.05372 -3.68904
H 5.11628 0.08590 1.44650
N -0.27148 1.83053 -2.98362
H 2.42828 -2.48227 -4.63800
H 0.96974 0.64823 5.40059
H -0.54604 -2.40725 3.83690
H 0.76749 3.90157 -0.84820
H 6.74868 -1.45955 0.41960
C -1.96411 -0.95028 1.17709
C 0.81283 0.75668 4.32610
C -2.64408 -2.57112 -0.52748
C 0.21448 -1.67525 4.12104
C 1.82339 -1.23413 -3.00205
H -4.28680 0.15252 -3.43767
H -0.98909 0.73497 -4.53643
H 0.52253 1.79105 4.12603
H -2.98713 4.32722 1.15030
H -2.36157 -0.67117 4.26848
C 5.79928 -1.28799 -0.06864
O 0.73773 -0.52302 1.04114
C -0.01078 3.49706 -0.21071
C 4.26640 -1.68761 -1.88673
H 2.93740 0.48794 0.38472
C 0.18508 2.27814 0.43814
C -1.16795 4.22268 0.02249
Si -0.45976 -0.04602 1.99925
N 2.08352 -0.62070 -1.84825
H -3.32722 0.24569 -4.88302
H -3.57938 0.21713 1.97848
C -3.29864 -0.55298 1.27098
C -0.76874 1.75050 1.33334
H 4.66887 -2.92860 -3.60134
C 3.93927 -2.29069 -3.11807
H -1.43873 -0.10995 5.66067
H -0.54685 2.75735 -2.67358
N -1.35194 1.35782 -3.80537
Ce -0.20871 -0.06191 -0.90703
N -3.42809 0.41353 -3.89221
C -3.95795 -2.13842 -0.41880
C 5.50762 -1.90956 -1.24744
C -1.58153 0.02509 4.58690
C -0.26126 -0.23701 3.85615
C -2.10228 3.74309 0.93301
H 1.76770 0.56843 3.82722
H -4.73018 -2.59308 -1.02534
C 3.31695 -0.82478 -1.27764
H 1.12554 -1.89673 3.55964
C -2.46336 0.95515 -3.16596
C 4.86736 -0.40687 0.51625
H -2.63939 2.19418 2.29471
H -0.66626 -2.45473 0.31103
C -1.90544 2.52763 1.57112
C -4.28613 -1.15171 0.50054
H -1.93927 1.04654 4.42926

Values from the calculation:
HOMO level: -14.4 eV
lowest unoccupied orbital energy: -8.29 eV
orbital gap: 6.067 eV
charge: +2

=====

Record 5
The following is a quantum chemistry calculation of C27H30Cl2N6O3Ti as an isolated structure at a distorted geometry, from the OMol25 dataset.

Atoms and positions in Å:
C -0.75098 -0.32905 -2.35610
C -1.49442 -1.68241 3.67024
C -0.21805 3.77763 -0.48559
H 0.85981 3.62661 1.35633
N 2.64584 -2.37423 -0.00715
H 4.38268 0.94630 -1.26494
H 4.78187 -3.28399 -0.98506
Ti 0.66074 -0.36374 0.31789
N -0.14054 1.76151 1.07691
C -1.84816 -1.04582 -2.90161
H -2.05193 0.20245 -6.03946
Cl 1.23759 1.50912 -2.73757
N -1.18582 3.05181 -1.26175
C -2.85831 -0.23243 4.95822
H 0.40345 1.44878 1.87670
H 7.88211 -0.96987 -2.84273
C 5.19041 -2.33297 -1.29788
H -3.55092 1.56438 1.69808
O -1.81333 -0.39475 4.03368
C -1.55910 -4.07354 3.90755
H -0.73180 4.58885 0.04080
H -0.29382 -5.19165 2.60073
C -0.14457 0.57777 -3.27180
O -0.17732 -0.68333 1.98516
Cl -2.63682 -2.21545 -1.89338
C 6.19489 0.12757 -2.09309
C -2.59201 3.33210 -1.09780
H 1.37470 -4.19206 1.10423
C -0.59938 -1.79317 2.59841
H -2.70329 -2.71792 5.12571
C -3.43160 2.04611 -0.99831
O 2.49737 -0.08656 -0.16032
H -2.46456 0.18679 1.63809
C -2.64795 1.16789 1.21132
H -2.12510 0.51214 -0.62215
H 6.97672 -3.16179 -2.13010
H -1.95100 -4.95296 4.40450
H -1.42581 2.04421 2.72740
C -2.30959 -0.86201 -4.19137
H -2.71620 3.92405 -0.18847
H -0.08920 1.48592 -5.19454
C 4.96612 0.05507 -1.45165
C 0.90929 -3.22584 1.26369
N 1.41984 -2.17510 0.58724
C -1.99294 -2.80841 4.31723
C -1.69159 0.05409 -5.03043
N -2.91621 0.97459 -0.19110
C -0.64190 -4.20890 2.89734
C 3.14805 -1.23497 -0.36706
C 4.45273 -1.17408 -1.04463
H -3.01838 0.84048 5.05428
C 6.41475 -2.25563 -1.93837
H -3.78225 -0.70252 4.60674
H -3.00280 3.94764 -1.91509
N -0.36741 -0.46447 -1.08462
H 0.52133 4.26730 -1.12802
C -0.60079 0.77266 -4.56173
C -1.48600 2.07954 1.63539
C -0.11443 -3.07837 2.22187
H -0.89877 2.83174 -2.20025
H -2.60298 -0.64379 5.94030
H 1.49624 2.57491 0.09457
H -4.43779 2.32066 -0.65113
C 0.57334 2.94132 0.54601
C 6.92490 -1.02531 -2.33898
H -3.55422 1.63985 -2.00691
H -3.15554 -1.44506 -4.52995
H 6.57966 1.09046 -2.40692
H -1.71888 3.10988 1.37141

Values from the calculation:
HOMO level (spin up / spin down): -2.0 / -4.4 eV
2S+1: 2
lowest unoccupied orbital energy (spin up / spin down): 2.63 / 2.63 eV
orbital gap (spin up / spin down): 4.649 / 7.072 eV
charge: -1
expectation value of S²: 0.781

=====

Record 6
The following is a quantum chemistry calculation of C27H30Cl3NO2P3Tm as an isolated structure, from the OMol25 dataset.

Atoms and positions in Å:
H -0.83009 -3.61503 2.04479
Tm 0.02898 0.27208 -0.56442
C 3.54514 -0.33860 -0.64636
C -1.82898 2.79661 -4.32073
N 2.40729 -0.23609 -0.56803
C -1.41245 4.87440 1.25717
C 5.02035 -0.47137 -0.74636
H -3.71450 -2.44838 0.79509
C -0.79069 3.79860 0.62277
C -3.34460 2.23731 1.98320
C -4.37260 1.79631 -0.15015
H -1.94781 -4.35959 -0.33151
O -1.21176 0.09987 -2.36966
C -3.13281 -1.63751 0.35270
C -0.87253 -2.52699 1.96094
H 2.04475 1.44999 3.28870
H -2.49264 4.95793 1.26125
H -3.51360 -1.43655 -0.64948
H 2.86119 0.29710 2.23068
H 0.72293 -2.24336 3.40307
C -5.61776 1.45767 1.87974
C 0.60118 3.70693 0.64302
H -0.27352 -3.96823 -0.76397
H 2.44407 4.60274 1.27610
H -4.58174 1.92176 3.70158
H -2.50697 2.58720 2.57362
H -1.40935 2.25680 -5.15861
C -2.11009 3.08909 -1.92669
H -0.66174 1.47977 3.77665
Cl 5.55680 0.67472 -1.97092
H -3.78710 5.47738 -3.64249
H -3.26860 -0.73580 0.95465
H -0.44602 -0.08463 4.57985
O 0.50271 1.43070 -2.34641
H -1.67550 -2.20935 2.63094
H -2.82813 4.24009 -5.54545
C -1.57945 2.39300 -3.02057
H -6.53497 1.18018 2.38113
C 1.36482 4.67434 1.27848
C -3.16595 4.61079 -3.46301
C 2.08381 0.40252 2.98626
P 0.45856 -0.07658 2.32888
C -0.71302 1.23152 -2.67194
C -0.65024 5.83864 1.89604
C -2.90853 4.20336 -2.16274
C -5.54392 1.42522 0.49439
Cl 5.68431 -0.08844 0.84036
C 0.46444 -1.91457 2.39248
H -1.13562 6.67238 2.38483
C 0.73540 5.74038 1.90580
C -4.51825 1.86925 2.62276
H -6.40282 1.12112 -0.08858
H 1.32548 6.49876 2.40221
H -3.33564 4.75659 -1.33516
P -1.69402 2.50960 -0.25268
H 2.35341 -0.20055 3.85465
H 1.27478 -2.26489 1.74306
H -4.33048 1.77064 -1.23153
H -1.72775 0.13569 3.36611
C -0.70596 0.39928 3.63668
H -1.60443 -3.37118 -1.76442
H 1.12601 2.89584 0.13147
C -2.62780 3.91265 -4.53450
C -1.29492 -3.58794 -0.74192
C -3.26230 2.20094 0.59236
Cl 5.35870 -2.13783 -1.20752
P -1.37211 -2.07201 0.24497

Values from the calculation:
HOMO level (spin up / spin down): -14.1 / -14.1 eV
2S+1: 3
lowest unoccupied orbital energy (spin up / spin down): -5.81 / -5.75 eV
orbital gap (spin up / spin down): 8.276 / 8.335 eV
charge: +2
expectation value of S²: 2.002

=====

Record 7
The following is a quantum chemistry calculation of a 2-piece molecular cluster, C27H30F3N3O2 overall at a distorted geometry, from the OMol25 dataset.

Atoms and positions in Å:
H -1.88613 -3.51288 -6.27705
F 0.91949 1.21037 2.89330
F 1.06424 1.33416 0.69927
H -1.63979 -9.00922 -4.08232
H -3.12524 -5.49217 -4.63805
C -4.01380 -3.72705 -3.73335
F 1.52646 -0.55120 1.72856
N -1.60594 1.12966 1.77688
C -4.23176 -2.33314 -4.36207
C 2.70404 0.08812 -3.73258
C -2.60612 -3.03542 -1.69773
H -5.37072 -5.51384 -5.60801
C -2.90956 -3.73279 -5.94998
C -4.13973 -7.56673 -2.34620
O -6.73651 -5.54076 -2.28490
C -3.75532 -2.43578 -5.82663
C -1.61481 -2.37444 -2.39082
H -2.52788 -3.09264 -0.62896
H -1.69713 -2.30404 -3.45790
C -0.71153 0.15834 1.62374
C -5.99964 -4.89525 -4.97036
H -0.35788 -7.28287 -2.89006
H -3.42571 -5.28328 0.01198
C 0.75282 0.54622 1.73909
H -3.16033 0.19087 2.61573
H 3.52793 0.58256 -4.22251
O -1.03095 -0.99097 1.40079
H -4.61523 -2.47526 -6.50676
H -0.41788 -1.93379 -0.71168
C 1.73124 -0.83449 -1.75088
C -2.93248 0.80260 1.74052
C 0.51212 -0.86926 -3.83157
H -0.36647 -1.10836 -4.40209
H -4.06549 -9.19161 -3.72364
C -2.91364 -4.42154 -4.56722
H -1.94734 -4.33466 -4.06420
N -5.28152 -4.50853 -3.76922
N -3.67496 -3.65681 -2.27268
H -5.28936 -2.06310 -4.29064
C -2.05850 -6.49818 -1.87675
H -5.19607 -3.73089 -0.81823
C -1.42012 -7.36713 -2.73618
C 2.78446 -0.21860 -2.38315
C -2.13875 -8.33742 -3.40212
C -3.49962 -8.43690 -3.20388
C 1.56384 -0.23494 -4.44936
H 1.49953 0.01532 -5.49723
C -3.42463 -6.59184 -1.66667
H -3.33643 -4.39678 -6.71189
H 3.67642 0.02579 -1.82818
H -6.88261 -5.46783 -4.68994
C -5.73529 -4.90124 -2.53030
C -4.12200 -5.62403 -0.76167
H -3.52880 1.71593 1.75624
H 1.78835 -1.05300 -0.69714
H -3.17853 -1.54950 -6.11753
H -3.13469 0.22780 0.83306
C -4.70970 -4.42664 -1.51519
C -0.49902 -1.84078 -1.78051
C 0.56644 -1.18565 -2.45808
H -5.20804 -7.62025 -2.21764
H -6.31484 -4.01445 -5.52578
H -1.50076 -5.72773 -1.37236
H -4.92762 -6.15024 -0.23750
H -3.68171 -1.57312 -3.80177

Values from the calculation:
HOMO level: -6.1 eV
lowest unoccupied orbital energy: -2.25 eV
orbital gap: 3.828 eV